Formula: C28H43BIrN9OS4Se
Source: the Open Molecules 2025 dataset
Level of theory: ωB97M-V/def2-TZVPD

The geometry in XYZ format:
```
88
Properties=species:S:1:pos:R:3:lowdin_charge:R:1
H -0.1493 2.4646 3.1313 0.133
N 1.3059 1.2461 1.9963 0.027
H -2.3475 4.7939 -2.6101 0.100
H -3.5632 -0.6457 4.4264 0.125
H -4.6213 2.0117 -0.2270 0.078
C 4.7577 1.9038 -0.4457 -0.020
N -0.8171 2.4028 1.0261 0.020
H -3.6960 1.2071 -2.3588 0.061
C 4.5157 0.6175 0.3492 -0.529
C 1.9173 -2.8464 -2.4209 -0.455
C -1.4358 -0.9414 -4.9634 -0.218
S 0.2186 -1.5938 1.5182 0.741
C -4.6067 2.9991 -0.6910 -0.013
C -0.7300 3.7710 0.9467 -0.025
H -0.2157 -3.4564 3.4414 0.049
C -3.3055 4.5846 -2.1306 -0.040
C 3.6904 -4.2995 -1.4984 0.043
H 6.5925 0.1991 0.5885 0.102
C -2.1315 0.7390 3.5180 -0.017
H 4.2737 0.5911 3.1542 0.126
H -0.1112 4.3427 1.6157 0.137
H 5.2500 -0.7849 -1.1052 0.102
H -1.2877 -1.9631 -4.6206 0.050
H -3.5163 5.3598 -1.3942 0.087
H -1.6855 1.7255 -5.0596 0.049
H 4.5911 -4.8866 -1.6206 0.139
H 4.9072 2.7461 0.2311 0.100
H -1.0113 -3.1290 4.9920 0.098
C -0.9977 -0.8249 2.4702 -0.639
H -1.3510 -4.6269 4.1196 0.100
H 3.9281 2.1289 -1.1105 0.051
C -0.6029 1.6376 -5.0346 -0.219
H -1.6812 -3.5425 1.2902 0.043
Se 2.5148 -2.7462 -4.8398 1.225
H -2.3741 -0.5502 -4.5737 0.064
H 1.7767 1.1299 4.0812 0.143
N -2.0087 -1.4268 3.1471 0.029
C 2.0288 1.0741 0.8777 -0.617
C 4.3217 -0.5966 -0.5650 -0.032
H 3.3937 -4.6737 0.5772 0.124
O -0.3879 0.2104 -2.8390 -0.765
C 5.7286 0.3463 1.2336 -0.043
H -4.4362 -2.5633 3.6522 0.098
H 1.3855 -3.3105 0.7500 0.010
N 3.3161 0.8040 1.2322 0.031
H -2.9170 -4.5403 2.0424 0.098
C -2.3142 -2.8916 3.2771 -0.533
N 1.3258 -2.6857 -1.1934 -0.016
C 3.0364 -4.1724 -0.3110 -0.023
H 5.9513 1.1878 1.8904 0.097
N 3.5835 -3.6802 -3.8439 -0.219
C -1.1438 -3.5639 4.0003 -0.022
H -0.1869 1.6781 -6.0409 0.068
C -2.5739 -3.5156 1.9028 -0.031
C -3.3309 3.1861 -1.5161 -0.523
H 3.5323 -0.4397 -1.2929 0.044
H -3.4442 -2.6797 5.1306 0.094
N 1.4348 -2.3090 -3.5161 -0.264
H 4.0898 -1.4774 0.0353 0.082
S -0.0779 0.0558 -4.3180 0.862
C -1.6661 1.9796 0.0700 -0.620
H -3.8038 -4.1156 4.1873 0.102
C -2.7101 -0.4446 3.8076 -0.007
C 2.1299 1.0446 3.0680 -0.021
S 1.3884 1.1977 -0.7239 0.772
C -3.2725 2.1610 -2.6505 -0.053
C -1.5665 4.1871 -0.0227 -0.015
H 5.6008 -0.5596 1.8280 0.096
H -4.0827 4.6470 -2.8892 0.098
H -3.3528 -2.9641 1.3729 0.096
Ir 0.0498 -0.8095 -0.8565 0.702
S -2.0583 0.3121 -0.2053 0.725
C -3.5789 -3.0534 4.1153 -0.044
N -2.1696 3.0715 -0.5669 0.029
C 1.8801 -3.3735 -0.2096 -0.162
B -0.1692 1.6775 2.2326 -0.559
H -0.1707 2.4348 -4.4329 0.066
C 3.1224 -3.6392 -2.6079 -0.377
H -2.3897 1.7311 3.8454 0.139
C 3.3717 0.7806 2.6039 -0.004
H -3.8536 2.5386 -3.4935 0.097
H -1.7775 5.1887 -0.3436 0.124
N -1.0615 0.4996 2.6942 0.026
H -1.4157 -0.9035 -6.0527 0.073
H -5.4763 3.0807 -1.3429 0.102
H -2.2475 1.9987 -2.9654 0.047
H -4.6825 3.7589 0.0880 0.096
H 5.6549 1.7921 -1.0540 0.101
```

Summary:
HOMO-LUMO gap in eV: 6.474
E_LUMO in eV: -6.68
Energy relative to the best compared isomer or geometry (same formula, charge and spin) in kJ/mol: 114.4
Total charge: +2
HOMO in eV: -13.1503



Formula: C28H43BaNO3SSe4Si4
Source: the Open Molecules 2025 dataset
Level of theory: ωB97M-V/def2-TZVPD

The geometry in XYZ format:
```
85
Properties=species:S:1:pos:R:3:lowdin_charge:R:1
C 1.3665 0.4404 4.1377 -0.148
Se -2.2157 -2.1521 -1.9248 -0.383
H 5.7105 0.5338 -3.2962 0.010
H 1.0077 -2.0451 -5.1989 0.010
C 0.3493 1.9148 2.4056 -0.584
C 5.0915 3.6537 2.9052 -0.101
H 0.1901 1.9895 -3.9369 -0.018
C 5.0527 2.4792 3.6453 -0.083
C 0.9674 -1.4647 5.5564 -0.068
H 2.6444 -3.0190 0.2929 -0.061
C 3.9290 1.6660 3.6029 -0.029
H 2.4463 -4.6670 -2.5028 0.027
C 4.0128 3.9844 2.0963 -0.079
H 5.8988 2.1935 4.2589 0.096
H 0.7928 7.3808 -1.4630 0.102
H 1.0266 -1.5588 3.4363 -0.024
H 4.2297 0.6844 0.7918 0.003
H 3.9626 3.6185 -0.8658 0.015
H 0.9376 -1.1045 7.6708 0.091
H 5.6507 1.5518 0.1813 0.024
H 0.7766 -2.5289 5.6263 0.104
C 1.6095 1.0752 2.7661 -0.303
Ba -0.4226 -0.1748 -0.0726 1.335
C 3.2731 0.0921 -5.5431 -0.229
H 2.3323 2.9182 -0.7801 0.003
H 4.1124 -3.8414 -0.2502 0.025
H 1.0081 7.0315 1.0271 0.096
H 3.9783 0.9029 -5.3460 -0.004
C 2.8275 2.0080 2.8232 -0.140
H -0.2838 -1.2001 -4.3547 -0.011
Si 2.2379 -0.2598 -2.0849 0.279
C 2.1272 -3.6625 -2.8021 -0.222
H -0.3917 5.7062 -2.8305 0.097
Si 3.9615 1.2151 -1.6287 0.274
H 1.0900 -3.5354 -2.4761 -0.008
H 1.2469 1.3513 7.4067 0.093
S -1.7594 3.2856 -2.0674 0.579
H 5.3341 -3.4839 -2.8102 0.016
C 3.2511 2.9569 -1.3752 -0.228
C 5.3224 1.4863 -2.9199 -0.235
H 3.9060 0.7540 4.1880 0.124
C 1.1324 -0.9045 4.2890 -0.039
C 1.3858 1.2552 5.2775 -0.038
H 0.0517 4.9094 1.9805 0.115
H 5.4320 -0.1774 -0.1772 0.014
H 1.8121 2.6311 -4.1756 0.004
H 0.1694 -0.6992 -6.0001 0.020
H 2.9922 3.4049 -2.3407 0.010
C 3.5773 -2.8844 -0.2677 -0.238
C 4.8940 -2.4856 -2.9279 -0.235
H 2.0706 3.4309 1.4064 0.095
H 1.5238 2.3224 5.1599 0.119
C 4.9101 0.7793 -0.0590 -0.221
C -0.8615 4.4025 -1.1917 -0.794
H 4.9361 2.0446 -3.7782 0.005
C -0.2833 5.5825 -1.7625 -0.104
H 6.1586 2.0550 -2.4921 0.017
H 2.9223 0.1858 -6.5788 0.018
H -0.9153 3.3847 0.5901 0.103
H 0.8576 2.1008 -5.5753 0.021
Si 1.8181 0.1431 -4.3337 0.259
O -0.2643 1.5784 1.3136 -0.477
Se 0.3001 -3.4181 1.7821 -0.212
H 5.6045 -1.7501 -2.5321 0.005
H 4.0358 4.8826 1.4895 0.100
Se -1.6368 -4.2597 -1.1182 -0.254
H 4.7785 -2.2846 -3.9982 0.002
C -0.0163 5.1800 0.9349 -0.087
C 0.3666 6.4992 -0.9969 -0.078
H 2.1386 -3.6027 -3.8960 0.012
C 1.1020 1.8753 -4.5298 -0.238
C 0.4963 6.3161 0.4006 -0.081
H 5.9597 4.3011 2.9524 0.093
H 3.8251 -0.8488 -5.4529 0.004
H 2.1989 -0.6743 2.0433 0.088
O 1.8100 0.1384 1.6903 -0.124
H 4.1895 -2.1416 0.2595 0.006
N -0.6503 4.2716 0.1523 0.071
C 1.0319 -0.6677 6.6830 -0.105
Si 3.2264 -2.3504 -2.0372 0.256
C 0.5592 -1.0592 -5.0398 -0.231
O 0.0558 2.8503 3.1339 0.051
Se -1.8370 -4.1011 1.1839 -0.263
C 2.8946 3.1627 2.0556 -0.022
C 1.2238 0.7058 6.5360 -0.088
```

Summary:
HOMO-LUMO gap in eV: 5.170
E_LUMO in eV: 3.80
Energy relative to the best compared isomer or geometry (same formula, charge and spin) in kJ/mol: 82.3
Total charge: -2
HOMO in eV: -1.3689



Formula: C28H43F9OP2Sc
Source: the Open Molecules 2025 dataset
Level of theory: ωB97M-V/def2-TZVPD

The geometry in XYZ format:
```
84
Properties=species:S:1:pos:R:3:lowdin_charge:R:1
F 1.2454 3.6857 5.4131 0.132
C -1.8851 1.0710 4.2122 -0.305
C -3.3279 0.5498 2.4856 -0.228
C 0.2079 -6.9052 -5.1513 -0.331
C -3.7326 2.9256 1.5320 -0.023
H -2.8291 -2.1021 3.1358 0.079
F 4.5750 1.1613 4.2625 0.181
H 2.2814 0.2547 -0.4731 0.125
H -0.3835 1.7911 5.6012 0.078
H 0.7193 -1.3230 -0.2966 0.124
F 4.0731 4.0287 3.3058 0.174
H 2.1084 -0.4442 -5.5793 0.044
H 3.3810 -1.5288 -2.8090 0.016
C 3.3567 1.0226 3.6887 -0.436
C -0.9753 -4.7735 -6.4186 -0.322
H -3.9507 2.5114 0.5381 0.077
C 1.7693 -4.7617 -5.9853 -0.458
C -2.5380 -0.0105 3.5275 -0.242
H -0.5990 1.9027 -2.1440 0.120
H -2.2146 4.1305 4.5047 0.115
C -1.6123 3.6335 3.7166 -0.029
C -2.4471 -1.4455 3.9257 -0.020
H -2.1677 2.6012 -1.8182 0.128
P 1.7311 -2.5072 -4.2954 0.783
C 3.4407 -2.1603 -3.7034 -0.323
H -2.8601 0.8628 -0.5548 0.096
H -0.7726 -7.2661 -4.8196 0.032
H -1.0220 -3.7033 -6.6421 0.026
C 0.2419 2.6650 0.6362 -0.136
C 0.3340 -0.4690 -0.8806 -0.164
H -0.0686 3.8695 -1.0804 0.142
C 1.3265 -0.8100 -4.9001 -0.323
H -1.6650 4.2609 2.8053 0.086
H -3.1367 3.8397 1.4114 0.069
P 0.1915 -5.0633 -5.0243 0.774
H 2.5189 -5.3931 -5.4863 0.074
F 2.7330 -0.0665 4.2451 0.136
H 3.2542 -3.1825 -6.1048 0.073
H 1.6115 1.1676 1.3444 0.086
H -0.1502 0.1044 5.0505 0.087
H 1.6477 -5.1174 -7.0191 0.078
H -1.9582 -5.1216 -6.0839 0.032
H -5.2984 -0.2011 2.2017 0.110
C -0.9172 0.8690 5.3105 -0.042
C 1.3045 0.7042 -0.7040 -0.150
C -1.0746 -0.2005 -0.4348 -0.112
H -0.5688 3.6135 4.0667 0.058
C 0.9925 1.5332 0.5094 -0.159
H -1.4622 3.8501 0.0018 0.108
H 1.4669 1.2768 -1.6263 0.126
C 2.8812 3.4982 2.9351 -0.445
H 0.3717 -0.7926 -1.9331 0.104
H 4.0195 -1.6492 -4.4834 0.039
H 3.9134 -3.1146 -3.4449 0.037
H -3.0191 -1.6786 4.8477 0.110
H -1.3981 -1.6964 4.1253 0.081
H -1.5850 -1.0928 -0.0809 0.116
F 2.9872 3.1243 1.6224 0.138
H 0.4402 3.3600 1.4700 0.115
C -2.1488 2.2752 3.4647 -0.314
H -0.6614 -5.3376 -7.3055 0.039
H -1.4296 0.4530 6.1967 0.113
C 2.2907 2.8008 5.2907 -0.461
C -4.3213 -0.1892 1.6920 -0.023
O 1.1093 1.8877 3.3788 -0.218
C 2.3899 2.2882 3.8241 -0.186
H -4.0293 -1.2376 1.5509 0.083
H 0.3665 -0.8644 -5.4263 0.032
F 1.9263 4.4923 2.9837 0.138
C -1.2986 2.1435 -1.3327 -0.159
H -4.6958 3.2418 1.9667 0.110
F 2.0171 1.7874 6.1708 0.151
H 1.6572 -2.6981 -6.7222 0.073
C -0.6701 3.2140 -0.4281 -0.133
H 0.9858 -7.2826 -4.4782 0.030
F 3.5402 0.7186 2.3560 0.125
C 2.1718 -3.2861 -5.9468 -0.433
H 1.2344 -0.1352 -4.0389 0.004
H -4.4871 0.2676 0.7096 0.073
C -1.7803 0.8965 -0.6844 -0.098
F 3.4273 3.4290 5.6899 0.170
C -3.0824 1.9411 2.4215 -0.224
H 0.4009 -7.2424 -6.1799 0.041
Sc -0.4187 1.1481 2.3914 1.206
```

Summary:
HOMO-LUMO gap in eV: 5.259
E_LUMO in eV: -4.22
Energy relative to the best compared isomer or geometry (same formula, charge and spin) in kJ/mol: 0.0
Total charge: +1
HOMO in eV: -9.4769



Formula: C28H43F9OP2Sm
Source: the Open Molecules 2025 dataset
Level of theory: ωB97M-V/def2-TZVPD

The geometry in XYZ format:
```
84
Properties=species:S:1:pos:R:3:lowdin_charge:R:1
H -2.7051 -1.8066 4.1597 0.082
H -2.6758 -2.8252 2.2042 0.079
H -1.4450 2.4369 -5.3316 0.118
H -1.9257 -4.3454 2.6985 0.102
C -0.9052 1.4769 -5.2877 -0.166
H 2.2455 1.1585 -3.7079 0.094
C 3.0204 -1.5681 2.7826 -0.053
H -3.2137 0.8433 -0.7954 0.047
H 4.2151 -0.3904 -0.5701 0.053
C 1.3897 0.7775 -4.2761 -0.143
F -1.8916 4.0662 4.8627 0.172
C 0.7272 -1.2963 3.9795 -0.309
H 3.8180 0.8803 -1.7664 0.061
H -3.5924 -0.8904 -0.8277 0.058
H 3.3575 -1.8020 1.7640 0.063
F 0.8663 3.9531 3.0041 0.155
H 3.0007 -0.7149 -1.8332 0.036
F -0.1514 2.7529 5.1820 0.156
C -0.5966 -1.7848 3.7770 -0.311
H 0.5356 -0.5304 -6.4752 0.114
P -1.2365 -0.4994 -0.8432 0.810
F -2.1524 1.8948 5.0390 0.146
H 1.0486 -0.8597 6.0625 0.105
H -1.7031 -1.8281 5.6263 0.104
C -1.7789 -1.4235 4.6046 -0.017
C -1.6576 0.6146 -4.3174 -0.134
H -1.6234 -3.7065 1.0773 0.065
C -2.9549 -0.1144 -1.2646 -0.247
F -3.4521 3.4181 2.8087 0.185
H -3.1501 -0.0598 -2.3388 0.019
C -0.5810 -2.6684 2.6528 -0.321
H -0.9072 1.4655 -2.2035 0.079
C 0.5016 -1.1804 -5.5872 -0.175
C 0.7569 -2.7122 2.1461 -0.334
H 0.5480 2.4073 -0.5138 0.066
H 3.5218 2.6367 0.1252 0.065
H 0.4363 -3.7814 0.3219 0.053
H 1.5568 1.9878 -1.9122 0.074
P 2.1287 0.6431 -0.0125 0.802
H -1.8743 -0.3343 4.6970 0.063
C -0.3789 3.9045 2.4560 -0.484
C 1.5674 -1.8470 2.9571 -0.331
H -1.5569 -2.8203 -1.3555 0.060
H -1.0020 -2.6375 -4.9941 0.109
H 2.1852 -0.0670 4.9528 0.083
F -3.0235 1.2580 2.6364 0.127
H 3.6275 -2.1704 3.4737 0.101
C -1.1452 2.6876 3.0191 -0.277
H 1.0514 -2.0946 -5.8612 0.119
O -0.3875 1.5634 2.7247 -0.304
H -1.4961 -1.5845 -6.3015 0.126
H 3.6050 1.6362 1.6115 0.050
H 2.1993 2.6921 1.3406 0.030
C -1.7539 -3.4203 2.1286 -0.037
C 0.5686 1.8437 -4.9397 -0.163
F -0.1874 3.7740 1.1081 0.118
Sm -0.0593 -0.2654 1.6776 1.505
H 0.5212 0.5234 5.0835 0.062
C 3.4030 0.0559 -1.1638 -0.252
C -2.5437 2.5181 2.3763 -0.473
H 0.5610 2.7348 -4.2899 0.112
F -2.4579 2.6082 1.0123 0.127
F -0.9979 5.0869 2.6655 0.179
H 1.0519 2.1715 -5.8752 0.126
H 1.6196 -4.5338 1.3878 0.104
H -2.3263 1.1829 -3.6557 0.098
H 2.0647 -3.0780 0.4912 0.074
H 1.7533 -1.2538 -3.7778 0.102
H -2.4615 -1.2725 -3.7457 0.099
C 1.2223 -0.5531 -4.4314 -0.124
C 1.2412 -3.5645 1.0296 -0.042
C -1.3410 2.8726 4.5389 -0.489
C 0.9386 1.5666 -1.1040 -0.381
H 3.2589 -0.5152 2.9875 0.068
H -0.6608 -2.0546 -2.7013 0.021
H -0.9423 1.0621 -6.3085 0.115
H 0.1868 0.1542 -2.5644 0.025
C -0.7691 -2.0990 -1.6101 -0.236
C 1.1439 -0.3814 5.0729 -0.015
C 2.9330 2.0431 0.8396 -0.242
H 0.1781 -2.4574 -1.1878 0.024
C -0.2061 0.7599 -1.7410 -0.403
C -0.9715 -1.5875 -5.3291 -0.181
C -1.7139 -0.7331 -4.3446 -0.146
```

Summary:
HOMO-LUMO gap (alpha / beta) in eV: 7.687 / 8.081
E_LUMO (alpha / beta) in eV: -3.04 / -2.64
2S+1: 6
Total charge: +1
HOMO (alpha / beta) in eV: -10.7256 / -10.7160



Formula: C28H43N3O2P2Pt
Source: the Open Molecules 2025 dataset
Level of theory: ωB97M-V/def2-TZVPD

The geometry in XYZ format:
```
79
Properties=species:S:1:pos:R:3:lowdin_charge:R:1
P 1.5745 1.3670 0.7409 0.931
H -4.6583 -3.0792 3.0305 0.098
H -1.1995 -0.8354 4.2097 0.112
C -3.7329 -2.5820 2.7735 -0.093
H -2.3629 -4.2943 -1.8644 0.068
H -1.0198 2.2119 1.6161 0.048
H 0.5142 -2.2594 3.7612 0.106
H 1.2197 -2.6427 -0.0795 0.055
H -3.9199 -2.9594 0.6771 0.104
C -3.7221 -0.2173 -1.2334 -0.106
H -3.0926 0.6710 -1.3335 0.057
H -2.1241 -4.5408 -0.1260 0.071
H 4.2398 -0.3122 4.5986 0.097
H 1.6813 4.7321 2.4331 0.083
C -2.1189 -1.8763 1.1262 -0.298
C 2.9517 2.5903 -1.3019 -0.096
H -1.8047 -0.5081 -3.2173 0.057
C 1.2177 -1.4680 3.5438 -0.033
C 2.3770 -1.3608 4.2865 -0.081
H -3.3297 -1.2332 -3.7452 0.084
H -1.4904 3.3328 -4.1072 0.097
H 0.2545 3.2906 -4.3927 0.077
N -0.8410 2.1375 -1.5098 -0.041
Pt -0.0261 0.0498 -0.2205 0.898
H 2.9897 3.8930 1.6037 0.068
C -1.7726 -1.3308 3.4372 -0.035
H 0.6244 -0.3956 -4.7753 0.072
C 0.5217 -3.4791 -0.0854 -0.110
H 1.0556 -4.3683 -0.4267 0.082
C 3.1625 1.6382 -0.1216 -0.529
C 0.5608 0.6776 -4.6059 -0.039
C -0.6536 -3.2063 -1.0254 -0.524
H -0.4230 4.2513 -3.0580 0.078
C -2.4671 -1.3658 -3.0885 -0.094
H -4.0751 -0.2648 -0.2022 0.070
C 1.9457 0.3797 2.1918 -0.306
H -0.2073 1.1063 -5.2523 0.079
C -3.3110 -2.5157 1.4569 -0.094
C -0.2777 2.8043 2.1572 -0.119
C -1.3234 -1.2823 2.1079 -0.307
C -0.5118 3.3254 -3.6215 -0.009
H 3.8765 -0.3910 0.2483 0.072
H 3.0606 -0.1960 -1.3009 0.052
O 1.1708 -1.0573 -2.6313 -0.182
H 2.1773 2.2051 -1.9665 0.055
H -3.2902 -1.9770 4.7857 0.104
H -3.5570 -2.3552 -1.5112 0.099
C 0.2483 0.9101 -3.1636 -0.347
H 3.8651 2.0897 0.5849 0.095
C -2.9331 -1.4655 -1.6326 -0.529
C 0.9571 -0.5701 2.4900 -0.310
H 2.5484 -2.0661 5.0909 0.104
C 1.0082 2.9979 1.3471 -0.532
H 4.6914 0.4525 -1.0750 0.082
H 2.2931 3.2098 3.0811 0.075
P -1.4850 -1.6489 -0.5410 0.931
H 3.8599 1.2142 2.6951 0.103
H -0.0659 2.2697 3.0863 0.082
C -2.9545 -1.9731 3.7557 -0.078
H -0.7140 3.7723 2.4143 0.084
H -4.5891 -0.0968 -1.8865 0.082
C 3.7265 0.2936 -0.5881 -0.101
N 0.5854 0.0164 -2.2614 -0.294
H 0.1808 -3.6580 0.9386 0.078
C -0.4002 2.1443 -2.7052 -0.326
C 2.0621 3.7458 2.1584 -0.099
H 3.8751 2.6789 -1.8779 0.084
H 1.5253 1.1060 -4.8973 0.088
N -0.1764 -0.6007 1.6997 -0.169
H 0.7693 3.5697 0.4440 0.093
H 2.6602 3.5934 -0.9826 0.072
H -0.2401 -2.9954 -2.0145 0.090
H -1.0459 -5.3096 -1.2863 0.080
C -1.6104 -4.3975 -1.0801 -0.100
C 3.1098 0.4744 2.9512 -0.097
H -1.6162 3.2026 -0.1998 0.064
C 3.3334 -0.3821 4.0131 -0.098
H -1.9258 -2.2542 -3.4165 0.074
O -1.4062 3.3670 -1.1239 -0.058
```

Summary:
HOMO-LUMO gap in eV: 7.368
E_LUMO in eV: 0.59
Energy relative to the best compared isomer or geometry (same formula, charge and spin) in kJ/mol: 0.0
HOMO in eV: -6.7731



Values for strongest force on any atom, hartree/bohr, ordered as above
0.047, 0.069, 0.049, 0.032, 0.030
Values for E, hartree, ordered as above
-5783.81060, -12560.92365, -3509.98263, -3407.26275, -2209.50312